C6H13NO7Zn | wB97M-V/def2-TZVPD

Output
HOMO = -9.45 eV
gap between HOMO and LUMO = 9.8 eV
relative energy (zero: lowest compared OMol25 entry of this formula, charge and spin) = 4.9 kJ/mol
largest force on an atom = 2.0 eV/A

Geometry as ORCA input:
```
! wB97M-V def2-TZVPD RIJCOSX def2/J DEFGRID3
* xyz 0 1
Zn -0.07 0.71 -0.88
O 0.99 4.35 -0.46
C 0.64 3.06 -0.58
O -0.58 2.76 -0.77
O 1.49 2.13 -0.50
H 0.13 4.77 -0.59
O -2.43 -0.55 -3.58
C -1.58 -0.16 -2.64
O -1.84 -0.31 -1.41
O -0.47 0.37 -2.95
H -2.02 -0.27 -4.41
C 1.41 -2.87 0.96
C 0.53 -1.75 0.43
C -0.06 -0.92 1.57
O -0.48 0.37 1.14
C -1.12 1.14 2.14
N 1.23 -0.87 -0.55
H 2.05 -2.53 1.78
H 2.08 -3.27 0.19
H 0.82 -3.73 1.27
H -0.30 -2.18 -0.13
H 0.69 -0.78 2.36
H -0.89 -1.48 2.01
H -1.10 2.18 1.84
H -0.56 1.04 3.08
H -2.16 0.85 2.27
H 1.44 -1.44 -1.37
H 2.16 -0.63 -0.21
*
```

Löwdin charges, unit e, in atom order: atom 1 (Zn): 0.75, atom 2 (O): 0.13, atom 3 (C): -0.77, atom 4 (O): -0.04, atom 5 (O): -0.02, atom 6 (H): 0.12, atom 7 (O): 0.14, atom 8 (C): -0.77, atom 9 (O): -0.02, atom 10 (O): -0.03, atom 11 (H): 0.13, atom 12 (C): -0.05, atom 13 (C): -0.38, atom 14 (C): -0.16, atom 15 (O): -0.24, atom 16 (C): -0.05, atom 17 (N): 0.06, atom 18 (H): 0.08, atom 19 (H): 0.08, atom 20 (H): 0.09, atom 21 (H): 0.14, atom 22 (H): 0.13, atom 23 (H): 0.14, atom 24 (H): 0.09, atom 25 (H): 0.10, atom 26 (H): 0.10, atom 27 (H): 0.12, atom 28 (H): 0.12



C6H13NS | wB97M-V/def2-TZVPD

Output
HOMO = -8.47 eV
gap between HOMO and LUMO = 9.3 eV
relative energy (zero: lowest compared OMol25 entry of this formula, charge and spin) = 133.1 kJ/mol
largest force on an atom = 3.3 eV/A

Geometry as ORCA input:
```
! wB97M-V def2-TZVPD RIJCOSX def2/J DEFGRID3
* xyz 0 1
C -1.58 -2.45 -1.13
C -0.37 -1.80 -0.38
C -0.51 -0.33 -0.24
C -1.03 0.30 1.06
C 0.43 0.48 0.70
C 1.54 -0.32 1.44
H -1.75 -2.01 -2.12
H -1.45 -3.52 -1.30
H -2.48 -2.25 -0.48
H 0.58 -2.03 -0.81
H -0.35 -2.26 0.64
H -1.24 -0.01 -2.15
H 0.05 0.64 -1.97
H -1.74 1.11 0.97
H -1.26 -0.38 1.89
H 2.20 -0.93 0.79
H 1.00 -1.12 2.07
H 2.11 0.28 2.11
H 0.11 2.29 -0.67
N -0.77 0.47 -1.46
S 1.17 1.97 0.16
*
```

Löwdin charges, unit e, in atom order: atom 1 (C): -0.08, atom 2 (C): -0.20, atom 3 (C): -0.47, atom 4 (C): -0.05, atom 5 (C): -0.78, atom 6 (C): -0.11, atom 7 (H): 0.05, atom 8 (H): 0.06, atom 9 (H): 0.09, atom 10 (H): 0.10, atom 11 (H): 0.12, atom 12 (H): 0.03, atom 13 (H): 0.05, atom 14 (H): 0.10, atom 15 (H): 0.11, atom 16 (H): 0.09, atom 17 (H): 0.10, atom 18 (H): 0.04, atom 19 (H): -0.10, atom 20 (N): 0.06, atom 21 (S): 0.79



C6H13NS | wB97M-V/def2-TZVPD

Output
<S²> = 2.0097
HOMO (spin up / spin down) = -5.11 / -8.95 eV
gap between HOMO and LUMO (spin up / spin down) = 5.7 / 6.5 eV
relative energy (zero: lowest compared OMol25 entry of this formula, charge and spin) = 240.2 kJ/mol
largest force on an atom = 11.7 eV/A

Geometry as ORCA input:
```
! wB97M-V def2-TZVPD RIJCOSX def2/J DEFGRID3
* xyz 0 3
C 2.41 -1.32 0.31
C 0.68 -1.40 -0.23
C -1.63 -0.57 -0.15
C -0.17 0.54 -1.65
C 0.26 0.86 0.84
C -0.18 -0.15 -0.34
N 3.49 -0.66 0.41
S 3.41 1.00 0.13
H 2.59 -2.37 0.54
H 0.91 -1.99 -1.18
H 0.26 -1.95 0.67
H -1.73 -1.05 0.80
H -1.89 -1.29 -0.93
H -2.43 0.19 -0.16
H 0.79 1.17 -1.87
H -0.24 -0.25 -2.46
H -0.99 1.26 -1.86
H -0.03 0.42 1.81
H -0.32 1.75 0.67
H 1.26 1.13 0.69
H 4.74 1.14 0.29
*
```

Löwdin charges, unit e, in atom order: atom 1 (C): -0.30, atom 2 (C): -0.08, atom 3 (C): -0.09, atom 4 (C): -0.10, atom 5 (C): -0.04, atom 6 (C): -0.66, atom 7 (N): -0.40, atom 8 (S): 0.88, atom 9 (H): 0.06, atom 10 (H): 0.11, atom 11 (H): 0.11, atom 12 (H): 0.07, atom 13 (H): 0.09, atom 14 (H): 0.09, atom 15 (H): 0.10, atom 16 (H): 0.10, atom 17 (H): 0.09, atom 18 (H): 0.09, atom 19 (H): 0.07, atom 20 (H): -0.07, atom 21 (H): -0.11



C6H13NS2 | wB97M-V/def2-TZVPD

Output
HOMO = -7.86 eV
gap between HOMO and LUMO = 7.8 eV
relative energy (zero: lowest compared OMol25 entry of this formula, charge and spin) = 907.1 kJ/mol
largest force on an atom = 6.6 eV/A

Geometry as ORCA input:
```
! wB97M-V def2-TZVPD RIJCOSX def2/J DEFGRID3
* xyz 0 1
C -1.98 -0.95 1.15
C -2.71 -0.49 -1.08
C -0.49 0.50 -0.27
C 0.91 -0.08 0.23
C 1.97 0.91 -0.47
C 3.16 0.67 0.15
H -3.30 -0.30 1.42
H -1.87 -2.67 1.65
H -0.82 -0.13 2.01
H -2.41 -0.44 -2.10
H -3.50 -1.35 -0.97
H -3.16 0.53 -0.74
H -0.50 1.03 -1.35
H -0.78 1.31 0.61
H 1.02 -0.16 1.30
H 1.99 2.01 -0.04
H 1.77 0.72 -1.67
H 4.01 1.30 -0.14
H 3.03 0.85 1.20
N -1.57 -0.65 -0.23
S 3.58 -1.11 -0.06
S 1.64 -1.52 -0.59
*
```

Löwdin charges, unit e, in atom order: atom 1 (C): -0.18, atom 2 (C): -0.18, atom 3 (C): -0.19, atom 4 (C): -0.63, atom 5 (C): -0.43, atom 6 (C): -0.65, atom 7 (H): 0.15, atom 8 (H): 0.17, atom 9 (H): 0.17, atom 10 (H): 0.06, atom 11 (H): 0.11, atom 12 (H): 0.09, atom 13 (H): 0.16, atom 14 (H): 0.14, atom 15 (H): 0.06, atom 16 (H): 0.16, atom 17 (H): 0.16, atom 18 (H): 0.10, atom 19 (H): 0.08, atom 20 (N): -0.38, atom 21 (S): 0.51, atom 22 (S): 0.52



C6H13O | wB97M-V/def2-TZVPD

Output
HOMO = -2.45 eV
gap between HOMO and LUMO = 6.6 eV
relative energy (zero: lowest compared OMol25 entry of this formula, charge and spin) = 72.5 kJ/mol
largest force on an atom = 0.6 eV/A

Geometry as ORCA input:
```
! wB97M-V def2-TZVPD RIJCOSX def2/J DEFGRID3
* xyz -1 1
C -0.95 -1.40 1.93
O 0.00 -1.25 0.98
C -0.92 -0.29 2.99
H -0.88 -2.38 2.49
H -2.00 -1.41 1.51
H -1.67 -0.45 3.78
H -1.07 0.67 2.50
H 0.08 -0.29 3.43
C 1.46 -0.68 -2.37
C 0.28 0.00 -1.69
C 0.63 1.32 -1.09
C -0.18 2.36 -1.01
H 2.29 -0.80 -1.67
H 1.17 -1.69 -2.70
H 1.82 -0.14 -3.25
H -0.05 -0.65 -0.86
H -0.54 0.11 -2.41
H 1.62 1.37 -0.64
H 0.09 3.28 -0.50
H -1.18 2.33 -1.42
*
```

Löwdin charges, unit e, in atom order: atom 1 (C): -0.60, atom 2 (O): -0.36, atom 3 (C): -0.16, atom 4 (H): 0.06, atom 5 (H): 0.07, atom 6 (H): 0.04, atom 7 (H): 0.05, atom 8 (H): 0.04, atom 9 (C): -0.13, atom 10 (C): -0.28, atom 11 (C): -0.21, atom 12 (C): -0.04, atom 13 (H): 0.07, atom 14 (H): 0.06, atom 15 (H): 0.06, atom 16 (H): 0.07, atom 17 (H): 0.10, atom 18 (H): 0.10, atom 19 (H): 0.03, atom 20 (H): 0.04



C6H13O | wB97M-V/def2-TZVPD

Output
HOMO = -1.98 eV
gap between HOMO and LUMO = 6.1 eV
relative energy (zero: lowest compared OMol25 entry of this formula, charge and spin) = 243.8 kJ/mol
largest force on an atom = 6.2 eV/A

Geometry as ORCA input:
```
! wB97M-V def2-TZVPD RIJCOSX def2/J DEFGRID3
* xyz -1 1
C 0.35 -2.14 0.00
O -0.57 -1.69 0.76
C 1.04 -0.99 -1.23
C 1.27 0.37 -0.51
C 0.43 0.71 0.76
C -1.03 0.92 0.18
C -1.41 2.54 0.12
H -0.03 -2.79 -0.79
H 1.36 -2.41 0.56
H 0.19 -1.08 -1.89
H 1.90 -1.32 -1.61
H 2.34 0.48 -0.24
H 1.05 1.17 -1.28
H 0.41 -0.03 1.59
H 0.82 1.58 1.34
H -1.78 0.53 0.87
H -1.19 0.42 -0.71
H -1.87 2.78 1.09
H -0.55 3.00 -0.10
H -1.91 2.69 -0.74
*
```

Löwdin charges, unit e, in atom order: atom 1 (C): -0.50, atom 2 (O): -0.31, atom 3 (C): -0.17, atom 4 (C): -0.25, atom 5 (C): -0.23, atom 6 (C): -0.20, atom 7 (C): -0.08, atom 8 (H): 0.04, atom 9 (H): 0.09, atom 10 (H): 0.05, atom 11 (H): 0.01, atom 12 (H): 0.08, atom 13 (H): 0.09, atom 14 (H): 0.08, atom 15 (H): 0.09, atom 16 (H): 0.08, atom 17 (H): 0.05, atom 18 (H): 0.07, atom 19 (H): 0.00, atom 20 (H): 0.00



C6H13O | wB97M-V/def2-TZVPD

Output
<S²> = 0.7507
HOMO (spin up / spin down) = 4.05 / 0.39 eV
gap between HOMO and LUMO (spin up / spin down) = 2.9 / 6.5 eV
relative energy (zero: lowest compared OMol25 entry of this formula, charge and spin) = 129.5 kJ/mol
largest force on an atom = 5.0 eV/A

Geometry as ORCA input:
```
! wB97M-V def2-TZVPD RIJCOSX def2/J DEFGRID3
* xyz -2 2
C 1.00 -1.79 -1.63
O 0.48 -2.79 -0.92
C 1.63 -0.59 -0.71
C 1.09 -0.47 0.70
C -0.37 -0.12 1.00
C -0.70 1.40 0.88
C -2.17 1.66 0.36
H 0.30 -1.41 -2.41
H 1.85 -2.36 -2.28
H 1.35 0.33 -1.15
H 2.70 -0.69 -0.72
H 1.18 -1.48 1.29
H 1.58 0.38 1.17
H -0.84 -0.65 0.09
H -0.99 -0.44 1.82
H 0.01 1.81 0.04
H -0.69 1.93 1.89
H -2.09 1.46 -0.81
H -2.98 1.05 0.78
H -2.35 2.76 0.62
*
```

Löwdin charges, unit e, in atom order: atom 1 (C): -0.55, atom 2 (O): -0.39, atom 3 (C): -0.21, atom 4 (C): -0.29, atom 5 (C): -0.28, atom 6 (C): -0.43, atom 7 (C): -0.51, atom 8 (H): 0.05, atom 9 (H): 0.06, atom 10 (H): 0.05, atom 11 (H): 0.07, atom 12 (H): 0.12, atom 13 (H): 0.07, atom 14 (H): 0.12, atom 15 (H): 0.07, atom 16 (H): 0.09, atom 17 (H): 0.03, atom 18 (H): 0.04, atom 19 (H): -0.03, atom 20 (H): -0.08



C6H13O2 | wB97M-V/def2-TZVPD

Output
HOMO = -3.78 eV
gap between HOMO and LUMO = 7.6 eV
relative energy (zero: lowest compared OMol25 entry of this formula, charge and spin) = 348.8 kJ/mol
largest force on an atom = 6.1 eV/A

Geometry as ORCA input:
```
! wB97M-V def2-TZVPD RIJCOSX def2/J DEFGRID3
* xyz -1 1
C 0.65 -0.87 -1.19
C 0.54 0.38 -2.13
C -0.59 -1.84 -1.39
H 1.71 -1.36 -1.51
H 0.72 -0.80 -0.15
H -0.27 1.11 -1.79
H 0.62 0.02 -3.10
H -0.97 -1.41 -2.27
H -0.33 -2.86 -1.30
H 1.28 1.06 -1.74
H -1.27 -1.43 -0.49
C -0.42 1.32 1.79
C -0.74 -0.44 1.93
C 0.91 1.91 1.35
O 1.83 1.33 1.86
O 0.69 2.97 0.83
H -1.17 1.40 0.97
H -0.92 1.91 2.57
H 0.22 -0.91 1.75
H -1.52 -0.81 1.14
H -0.95 -0.68 2.88
*
```

Löwdin charges, unit e, in atom order: atom 1 (C): -0.30, atom 2 (C): -0.12, atom 3 (C): -0.10, atom 4 (H): 0.13, atom 5 (H): 0.02, atom 6 (H): 0.10, atom 7 (H): 0.04, atom 8 (H): 0.02, atom 9 (H): 0.04, atom 10 (H): 0.06, atom 11 (H): 0.08, atom 12 (C): -0.10, atom 13 (C): -0.06, atom 14 (C): -0.90, atom 15 (O): -0.03, atom 16 (O): -0.03, atom 17 (H): 0.06, atom 18 (H): 0.07, atom 19 (H): 0.02, atom 20 (H): 0.05, atom 21 (H): -0.03